No. 1
# C8H8N4O4

A cluster of 2 separate species, C8H8N4O4 in total (the ωB97M-V functional and the def2-TZVPD basis, the OMol25 dataset).

Gap between HOMO and LUMO in eV: 9.73
SMILES: O=c1cc[nH]c(=O)[nH]1.O=c1cc[nH]c(=O)[nH]1
HOMO in Eh: -0.3565
LUMO level in eV: 0.0291
Electronic energy in eV: -22575.0757

Cartesian coordinates (Å):
C1 -2.85833 0.71290 -0.89427
C2 -1.92733 -0.18670 -1.55872
C3 -1.12315 -1.08258 -0.97552
C4 -1.72881 -0.24843 1.24846
C5 2.49076 1.55931 0.00415
C6 1.10821 1.42426 0.64231
C7 0.84949 0.19146 1.09109
C8 2.37946 -0.90426 -0.43340
H1 -3.14615 1.10554 1.14335
H2 -1.90436 -0.29573 -2.58956
H3 -0.38061 -1.65599 -1.57276
H4 -0.34777 -1.67006 0.69995
H5 3.63572 0.28773 -1.30580
H6 0.45662 2.23203 1.09041
H7 -0.08825 -0.02962 1.68685
H8 1.25859 -1.84846 0.78239
N1 -2.49603 0.64384 0.53438
N2 -1.12767 -1.22629 0.35835
N3 2.89613 0.39345 -0.62590
N4 1.41921 -0.91252 0.52544
O1 -3.84596 1.28702 -1.29664
O2 -1.45733 -0.35337 2.38597
O3 3.14281 2.51717 -0.11716
O4 2.79472 -1.94074 -0.82341


No. 2
# C8H8N4O4

A cluster of 2 separate species, C8H8N4O4 in total (the ωB97M-V functional and the def2-TZVPD basis, the OMol25 dataset).

Gap between HOMO and LUMO in eV: 9.85
SMILES: O=c1cc[nH]c(=O)[nH]1.O=c1cc[nH]c(=O)[nH]1
HOMO in Eh: -0.3477
LUMO level in eV: 0.3871
Electronic energy in eV: -22577.2963

Cartesian coordinates (Å):
C1 0.14332 -0.12738 -2.76200
C2 1.46130 -0.84393 -2.75930
C3 2.62982 -0.22230 -2.28943
C4 1.34693 1.76252 -1.53409
C5 -0.51143 0.55036 1.72692
C6 0.02975 -0.54305 2.50329
C7 -0.82303 -1.42814 2.96193
C8 -2.78872 -0.51641 1.82672
H1 -0.62400 1.49347 -2.00974
H2 1.61514 -1.73933 -3.30669
H3 3.56410 -0.68557 -2.21911
H4 3.26304 1.49112 -1.14812
H5 -2.29296 1.21232 0.89194
H6 1.09232 -0.73593 2.61121
H7 -0.53171 -2.37315 3.40766
H8 -2.80979 -2.04317 3.21082
N1 0.32640 1.10200 -2.17781
N2 2.54645 1.10076 -1.70258
N3 -1.83188 0.40441 1.36254
N4 -2.20369 -1.33293 2.75977
O1 -0.89261 -0.42838 -3.31686
O2 1.14903 2.79508 -0.94297
O3 0.10392 1.55097 1.37448
O4 -3.96170 -0.44337 1.53143


No. 3
# C8H8NO2S

A cluster of 2 separate species, C8H8NO2S in total (the ωB97M-V functional and the def2-TZVPD basis, the OMol25 dataset).

Gap between HOMO and LUMO (alpha / beta) in eV: 5.60 / 4.68
2S+1: 3
Net charge: -1
HOMO (alpha / beta) in Eh: -0.0791 / -0.1543
⟨S²⟩: 2.032
LUMO level (alpha / beta) in eV: 3.4484 / 0.4774
Electronic energy in eV: -24840.8654

Cartesian coordinates (Å):
C1 1.71944 -1.93325 0.73762
C2 2.33803 -0.63370 0.93592
C3 0.59661 -2.09274 -0.10767
C4 1.81179 0.45587 0.33269
C5 0.06661 -0.96426 -0.78230
C6 0.58984 0.26698 -0.49927
C7 0.12961 2.62862 -0.20660
C8 -0.21895 1.46873 -0.69986
N1 -3.42881 -0.88047 -1.40961
O1 -2.52087 -0.71315 0.97130
O2 -4.10289 1.04970 0.17855
S1 -3.39884 -0.22129 -0.10394
H1 2.20030 -2.62219 1.39879
H2 3.36489 -0.51653 1.46981
H3 0.13545 -3.08562 -0.32942
H4 2.10840 1.43915 0.66388
H5 -0.74220 -0.96069 -1.46419
H6 1.05937 2.75582 0.26529
H7 -0.58183 3.33782 -0.13322
H8 -1.12594 1.22120 -1.21775


No. 4
# C8H8O3

An isolated molecule of C8H8O3 (the ωB97M-V functional and the def2-TZVPD basis, the OMol25 dataset).

Gap between HOMO and LUMO in eV: 9.22
SMILES: Cc1ccc(C(=O)O)c(O)c1
HOMO in Eh: -0.3277
LUMO level in eV: 0.3054
Electronic energy in eV: -14566.8891

Cartesian coordinates (Å):
C1 -2.71877 0.11996 -1.55537
C2 -1.35948 0.11037 -0.78190
C3 -0.52707 1.21972 -0.76973
C4 0.61833 1.18269 -0.02762
C5 1.11070 -0.04909 0.61132
C6 2.31830 0.02840 1.35912
C7 0.26072 -1.13837 0.52235
C8 -0.91222 -1.07472 -0.17101
H1 -2.70884 0.66702 -2.69268
H2 -2.94441 -0.92625 -1.93591
H3 -3.56901 0.59840 -0.81256
H4 -0.99642 2.29302 -1.16663
H5 1.45437 2.04499 0.09493
H6 3.79776 1.12026 1.94330
H7 1.43166 -2.21525 1.44136
H8 -1.58006 -1.98902 -0.41551
O1 2.86908 1.23246 1.52225
O2 2.84673 -0.99474 1.77626
O3 0.60863 -2.22986 1.05806


Question: What is the electronic energy in the second record?
Answer: -22577.2963 eV


Repeat the third record exactly.
# C8H8NO2S

A cluster of 2 separate species, C8H8NO2S in total (the ωB97M-V functional and the def2-TZVPD basis, the OMol25 dataset).

Gap between HOMO and LUMO (alpha / beta) in eV: 5.60 / 4.68
2S+1: 3
Net charge: -1
HOMO (alpha / beta) in Eh: -0.0791 / -0.1543
⟨S²⟩: 2.032
LUMO level (alpha / beta) in eV: 3.4484 / 0.4774
Electronic energy in eV: -24840.8654

Cartesian coordinates (Å):
C1 1.71944 -1.93325 0.73762
C2 2.33803 -0.63370 0.93592
C3 0.59661 -2.09274 -0.10767
C4 1.81179 0.45587 0.33269
C5 0.06661 -0.96426 -0.78230
C6 0.58984 0.26698 -0.49927
C7 0.12961 2.62862 -0.20660
C8 -0.21895 1.46873 -0.69986
N1 -3.42881 -0.88047 -1.40961
O1 -2.52087 -0.71315 0.97130
O2 -4.10289 1.04970 0.17855
S1 -3.39884 -0.22129 -0.10394
H1 2.20030 -2.62219 1.39879
H2 3.36489 -0.51653 1.46981
H3 0.13545 -3.08562 -0.32942
H4 2.10840 1.43915 0.66388
H5 -0.74220 -0.96069 -1.46419
H6 1.05937 2.75582 0.26529
H7 -0.58183 3.33782 -0.13322
H8 -1.12594 1.22120 -1.21775


What did the fourth record say?
# C8H8O3

An isolated molecule of C8H8O3 (the ωB97M-V functional and the def2-TZVPD basis, the OMol25 dataset).

Gap between HOMO and LUMO in eV: 9.22
SMILES: Cc1ccc(C(=O)O)c(O)c1
HOMO in Eh: -0.3277
LUMO level in eV: 0.3054
Electronic energy in eV: -14566.8891

Cartesian coordinates (Å):
C1 -2.71877 0.11996 -1.55537
C2 -1.35948 0.11037 -0.78190
C3 -0.52707 1.21972 -0.76973
C4 0.61833 1.18269 -0.02762
C5 1.11070 -0.04909 0.61132
C6 2.31830 0.02840 1.35912
C7 0.26072 -1.13837 0.52235
C8 -0.91222 -1.07472 -0.17101
H1 -2.70884 0.66702 -2.69268
H2 -2.94441 -0.92625 -1.93591
H3 -3.56901 0.59840 -0.81256
H4 -0.99642 2.29302 -1.16663
H5 1.45437 2.04499 0.09493
H6 3.79776 1.12026 1.94330
H7 1.43166 -2.21525 1.44136
H8 -1.58006 -1.98902 -0.41551
O1 2.86908 1.23246 1.52225
O2 2.84673 -0.99474 1.77626
O3 0.60863 -2.22986 1.05806


Question: Among the records above, which one has the lowest electronic energy?
Answer: C8H8NO2S